Density functional theory data (the ωB97M-V functional and the def2-TZVPD basis) for a molecular structure, C8H27F2N9O5Sr.

Last column: natural (NBO) charge in e.
Geometry (Å):
Sr -28.82710 -7.22690 10.33753  1.83
F -33.01449 -9.73024 10.55064  -0.92
F -25.18758 -4.54937 9.30158  -0.91
C -22.66093 -9.75410 13.36568  -0.63
C -22.86495 -10.60636 12.11121  -0.08
C -22.02461 -11.85902 12.32567  -0.07
O -20.60902 -11.59805 12.28858  -0.55
C -19.80209 -12.68796 11.90997  -0.25
N -24.34886 -10.96961 11.99112  -0.81
H -22.87072 -10.24498 14.31602  0.20
H -23.21249 -8.82341 13.23261  0.22
H -21.67101 -9.30450 13.44326  0.23
H -22.47242 -10.07145 11.24639  0.21
H -22.22818 -12.58222 11.53595  0.15
H -22.31007 -12.44208 13.20125  0.16
H -18.76146 -12.46365 12.14420  0.19
H -19.93590 -12.69727 10.82825  0.17
H -19.97542 -13.63858 12.41431  0.17
H -24.39124 -11.54162 12.82244  0.34
H -24.42592 -11.70959 11.30805  0.34
C -33.72463 -4.48436 14.26927  0.75
O -32.69317 -4.49890 13.66048  -0.69
N -33.87661 -3.70978 15.28258  -0.82
N -34.80308 -5.20877 14.07974  -0.83
H -34.59253 -3.98835 15.93829  0.38
H -32.95472 -3.36893 15.51501  0.41
H -35.57872 -4.98947 14.68833  0.38
H -34.85240 -5.90750 13.35210  0.42
C -28.93976 -10.23846 4.10752  0.75
O -28.50995 -9.56644 5.05567  -0.70
N -29.41765 -9.75758 3.01311  -0.83
N -29.21484 -11.51700 4.22359  -0.82
H -29.49139 -10.33908 2.19060  0.40
H -29.47432 -8.75226 3.09210  0.42
H -29.70083 -12.07481 3.53601  0.39
H -28.75773 -11.95956 5.00800  0.40
C -30.19103 -9.85097 16.62075  0.75
O -29.72105 -9.11275 15.78531  -0.70
N -29.63370 -10.33971 17.65274  -0.81
N -31.41377 -10.32796 16.48190  -0.83
H -30.21455 -10.95369 18.20570  0.38
H -28.69107 -10.06647 17.89121  0.41
H -31.64284 -10.87483 17.29955  0.37
H -31.88916 -10.07351 15.62786  0.43
C -30.59258 -3.52429 5.27377  0.75
O -30.88776 -3.97010 6.29981  -0.67
N -29.36164 -3.13224 5.08698  -0.83
N -31.43576 -3.33655 4.30928  -0.82
H -28.98228 -2.55681 4.34868  0.39
H -28.78094 -3.28311 5.89945  0.41
H -32.37468 -3.70844 4.32393  0.41
H -31.20616 -2.82933 3.46659  0.38

* energy relative to the best compared isomer or geometry (same formula, charge and spin): 1436.6 kJ/mol
* HOMO level: -7.20 eV
* LUMO: -3.489 eV
* total energy: -1420.22908 a.u.